This record from the Open Molecules 2025 dataset describes a structure of composition F2FeH8O4. The level of theory is ωB97M-V/def2-TZVPD.

The value obtained for the maximum force is 0.065 hartree/bohr. For the energy, the calculation gives -48143.063 eV. The calculation puts the HOMO energy (alpha / beta) at -8.5 / -7.2 eV. The total charge is 0. The energy above the lowest of the compared OMol25 structures with the same formula, charge and spin comes out at 11.3 kcal/mol. As for the spin multiplicity: 5. As for the LUMO energy (alpha / beta): -0.500 / -0.501 eV.

Positions of all 15 atoms, in Å:
Fe  -0.22984  -0.39655  0.51000
F  -0.34300  0.43111  2.34241
F  -1.09783  -2.15367  0.95787
O  0.86237  1.56685  -0.02799
H  0.23529  2.05974  -0.57155
H  1.51348  2.21871  0.25473
O  0.22247  -0.64135  -1.59930
H  0.62730  -0.02438  -2.21961
H  -0.26915  -1.27226  -2.14357
O  -2.24171  0.46051  -0.07644
H  -2.50131  1.25333  -0.55755
H  -3.02588  -0.10459  -0.06930
O  1.70954  -1.07517  0.97834
H  2.42708  -1.27214  0.36585
H  2.11117  -1.05014  1.85610

Mulliken population analysis, charges in e, atoms 1 to 2: Fe 0.9966; F -0.7701